(w)
ORCA calculation (ωB97M-V with the def2-TZVPD basis set) on a 2-piece molecular cluster, C4H13NO overall.

XYZ file:
```
19
C4H13NO (ωB97M-V with the def2-TZVPD basis set)
C -0.683 -2.891 2.466
C -1.769 -1.714 2.454
C -1.880 -1.057 3.875
H 0.414 -2.548 2.854
H -0.893 -3.486 3.299
H -0.756 -3.412 1.593
H -1.521 -0.962 1.729
H -2.810 -2.109 2.214
H -1.004 -0.692 4.302
H -2.219 -1.938 4.426
H -2.595 -0.175 3.842
N 0.767 2.047 -1.943
C 1.929 2.068 -2.757
O 1.552 1.582 -4.181
H -0.038 1.450 -2.052
H 0.700 2.573 -1.133
H 2.865 1.491 -2.542
H 2.170 3.147 -2.927
H 2.310 1.238 -4.787
```

Values from the calculation:
* SMILES: CCC.NCO
* net charge: 0
* orbital gap: 9.93 eV

Results of the Mulliken charge analysis, in e, for atoms 1 through 2: -1.054, -0.261



(x)
ORCA calculation (ωB97M-V with the def2-TZVPD basis set) on a 2-piece molecular cluster, C4H13NO overall.

XYZ file:
```
19
C4H13NO (ωB97M-V with the def2-TZVPD basis set)
N -0.028 -0.741 -0.784
C -1.436 -0.627 -0.923
C 2.620 0.706 1.353
C 0.501 -0.197 0.456
C 1.964 -0.386 0.499
H 0.355 -0.227 -1.587
H -1.746 0.416 -1.100
H -1.918 -0.986 0.002
H -1.786 -1.247 -1.766
H 2.416 1.741 1.033
H 3.712 0.550 1.366
H 2.234 0.571 2.377
H -0.031 -0.783 1.229
H 0.177 0.858 0.550
H 2.197 -1.362 0.966
H 2.451 -0.362 -0.495
O -3.894 0.298 -0.986
H -3.116 0.885 -1.120
H -4.672 0.894 -1.071
```

Values from the calculation:
* SMILES: CCCNC.O
* net charge: 0
* orbital gap: 9.54 eV

Results of the Mulliken charge analysis, in e, for atoms 1 through 2: -0.328, -0.947



So which one is most stable? That would be (x), about 121.2 kJ/mol below the next structure.



(w)
ORCA calculation (ωB97M-V with the def2-TZVPD basis set) on a 2-piece molecular cluster, C4H13NO overall.

XYZ file:
```
19
C4H13NO (ωB97M-V with the def2-TZVPD basis set)
C 2.167 -0.164 0.965
C 1.268 -1.311 0.479
C -0.185 -1.346 0.964
N -1.012 -0.531 0.118
C -2.199 0.063 0.872
H 2.428 -0.067 2.088
H 3.096 -0.200 0.354
H 1.779 0.872 0.862
H 1.231 -1.312 -0.643
H 1.748 -2.267 0.849
H -0.456 -2.549 0.955
H -0.315 -1.228 2.096
H -0.317 0.354 -0.154
H -2.589 -0.695 1.519
H -1.956 0.928 1.432
H -2.975 0.225 0.140
H -0.721 2.782 -3.664
H 0.575 3.259 -2.916
O -0.094 2.520 -2.929
```

Values from the calculation:
* SMILES: CCCNC.O
* net charge: 0
* orbital gap: 9.41 eV

Results of the Mulliken charge analysis, in e, for atoms 1 through 2: -0.995, -0.545



(x)
ORCA calculation (ωB97M-V with the def2-TZVPD basis set) on a 2-piece molecular cluster, C4H13NO overall.

XYZ file:
```
19
C4H13NO (ωB97M-V with the def2-TZVPD basis set)
N -2.289 -0.692 -2.031
C -3.176 0.434 -1.972
C 0.000 0.000 0.000
C -2.043 -1.375 -0.778
C -1.379 -0.563 0.321
H -1.435 -0.374 -2.507
H -3.413 0.849 -2.966
H -2.741 1.235 -1.351
H -4.113 0.092 -1.500
H 0.077 0.522 -0.968
H 0.581 -0.936 -0.058
H 0.442 0.641 0.781
H -1.478 -2.293 -1.031
H -2.991 -1.685 -0.298
H -1.268 -1.257 1.176
H -2.047 0.260 0.640
O -2.284 2.437 -5.003
H -3.205 2.776 -4.937
H -2.383 1.460 -5.065
```

Values from the calculation:
* SMILES: CCCNC.O
* net charge: 0
* orbital gap: 9.45 eV

Results of the Mulliken charge analysis, in e, for atoms 1 through 2: -0.336, -0.694



So which one is most stable? That would be (x), about 103.9 kJ/mol below the next structure.



(w)
ORCA calculation (ωB97M-V with the def2-TZVPD basis set) on a single C8H10O molecule.

XYZ file:
```
19
C8H10O (ωB97M-V with the def2-TZVPD basis set)
C -1.159 -0.407 -1.813
C -0.281 -1.034 0.421
C -1.323 -0.839 -0.566
C 0.907 2.044 -0.498
C 0.911 -0.391 0.533
C 1.548 0.744 -0.207
C -2.812 -1.081 -0.117
C 3.002 0.706 0.145
O 1.071 1.189 -1.445
H -2.053 -0.276 -2.479
H -0.286 -1.782 1.212
H 1.482 -0.522 1.348
H -0.214 -0.310 -2.201
H -2.781 -1.683 0.691
H -3.126 -1.770 -0.897
H -3.225 -0.116 -0.043
H 3.696 1.250 -0.515
H 3.442 -0.292 0.060
H 3.271 1.096 1.161
```

Values from the calculation:
* net charge: 0
* orbital gap: 9.09 eV

Results of the Mulliken charge analysis, in e, for atoms 1 through 2: -1.125, -0.219



(x)
ORCA calculation (ωB97M-V with the def2-TZVPD basis set) on C8H10O as an isolated structure.

XYZ file:
```
19
C8H10O (ωB97M-V with the def2-TZVPD basis set)
C 1.691 1.429 -0.352
C 0.396 0.609 -0.137
C 0.125 -0.036 1.304
C -0.112 -1.450 0.602
C 0.448 -0.724 -0.986
C -0.943 -1.221 -0.683
C -1.980 -0.190 -0.476
C -2.811 0.695 -0.057
H 1.864 1.971 0.683
H 1.444 2.467 -1.284
H 2.879 1.011 -0.554
H -0.584 1.301 -0.277
H 1.265 -0.422 1.645
H -0.476 0.383 2.321
H -0.641 -2.432 1.193
H 0.888 -1.066 -2.027
H -1.050 -2.115 -1.285
H -3.665 1.458 0.403
O 1.260 -1.668 -0.033
```

Values from the calculation:
* net charge: 0
* orbital gap: 10.33 eV

Results of the Mulliken charge analysis, in e, for atoms 1 through 2: -1.227, 0.362



So which one is most stable? That would be (w), about 384.9 kJ/mol below the next structure.



(w)
ORCA calculation (ωB97M-V with the def2-TZVPD basis set) on an isolated ion of composition C3H9N2O and charge -1.

XYZ file:
```
15
C3H9N2O (ωB97M-V with the def2-TZVPD basis set)
C -0.166 0.610 -0.189
N -0.570 -0.781 -0.255
C -0.429 -1.325 -1.638
O -1.200 -0.746 -2.559
C 0.039 1.123 1.220
N 1.062 0.313 1.903
H 0.808 0.685 -0.692
H -0.762 1.255 -0.858
H -1.564 -0.818 -0.012
H 0.661 -1.210 -1.887
H -0.612 -2.420 -1.505
H 0.517 2.100 1.203
H -0.909 1.047 1.756
H 1.159 -0.592 1.505
H 1.966 0.758 2.009
```

Values from the calculation:
* SMILES: NCCNC[O-]
* net charge: -1
* orbital gap: 6.47 eV

Results of the Mulliken charge analysis, in e, for atoms 1 through 2: -0.674, -0.359



(x)
ORCA calculation (ωB97M-V with the def2-TZVPD basis set) on an isolated ion of composition C3H9N2O and charge -1.

XYZ file:
```
15
C3H9N2O (ωB97M-V with the def2-TZVPD basis set)
C 0.453 0.174 -1.069
N -0.822 -0.531 -0.549
C -0.497 -1.275 0.730
O 0.722 -1.854 0.792
C 0.743 1.265 -0.019
N -0.477 2.143 0.200
H 1.337 -0.492 -1.077
H 0.131 0.422 -2.070
H -0.862 -1.347 -1.160
H -0.522 -0.487 1.554
H -1.292 -2.007 0.821
H 1.143 0.739 0.832
H 1.605 1.834 -0.346
H -0.470 2.691 -0.644
H -1.148 1.394 0.328
```

Values from the calculation:
* SMILES: NCCNC[O-]
* net charge: -1
* orbital gap: 6.85 eV

Results of the Mulliken charge analysis, in e, for atoms 1 through 2: -0.361, -0.670



So which one is most stable? That would be (w), about 46.5 kJ/mol below the next structure.